81
Properties=species:S:1:pos:R:3:forces:R:3 method="wB97M-V/def2-TZVPD" charge=+3 spin_multiplicity=7
Tb 0.7698 0.6112 -0.1306 -6.3 -0.8 -2.5
P -0.2780 2.4872 1.5581 -0.5 1.5 1.1
P 0.6971 -1.4679 1.7929 -0.1 -1.2 0.9
P -2.4630 -0.4658 -0.0429 -0.2 -0.6 1.1
P -0.9367 2.1991 -2.1266 -1.4 1.8 -0.4
O 1.0268 -0.6594 -2.2519 -0.7 0.7 0.3
N -0.1259 -2.6135 4.1938 1.1 -2.4 0.1
N 0.1545 -4.1844 2.2508 -0.9 0.5 2.0
N 2.1266 -3.2607 3.3876 -1.0 -0.4 1.2
C -2.0453 2.7878 1.8282 -0.7 -0.2 -0.3
C 0.3361 2.4180 3.2758 0.0 -0.4 -0.3
C -2.7386 -1.8598 -1.1809 0.1 -0.2 -0.2
C 1.2976 -2.9504 4.5835 -0.3 0.7 0.1
C 3.0554 0.1095 -0.1257 3.2 1.4 1.9
C 3.5093 1.0072 -4.6939 -1.7 -0.2 1.4
C -2.3191 3.4635 -2.0730 0.6 0.3 1.8
C 1.7437 -1.1382 -4.4339 0.0 -1.7 -0.8
C -0.6713 -3.8193 3.4907 0.7 0.9 -0.9
C -0.2063 -1.4134 3.4530 -0.2 0.9 -0.4
C 0.2728 4.1727 1.0857 0.1 -0.3 -0.6
C -3.8744 0.5894 -0.4655 -0.6 0.8 -0.4
C 2.7734 1.0364 0.8464 4.1 -1.1 -1.7
C 2.6697 0.8820 -3.5055 0.8 -0.8 -0.3
C 1.7894 -0.2458 -3.3743 1.9 1.0 -1.5
C -1.6916 1.1388 -3.3543 0.5 -1.8 -0.3
C 2.5406 -1.0296 -5.5605 0.9 1.9 -1.2
C 2.2996 -2.1275 2.5528 0.2 0.7 -0.5
C 0.2368 3.1900 -3.1107 0.5 -0.7 0.2
C 0.0346 -3.1592 1.2465 0.2 0.2 -1.0
C 1.5460 -4.4142 2.6941 -0.3 -0.3 0.0
C 3.3775 0.1312 -5.7423 0.3 -1.9 -0.5
C -3.2484 -1.1729 1.5042 0.3 -0.1 0.0
H -1.6332 1.4436 -4.3927 0.1 0.5 -0.1
H 1.3214 1.9686 3.3361 0.2 0.0 0.1
H -0.0442 4.8709 1.8778 0.2 -0.1 -0.5
H 3.4445 0.3246 -1.1537 -0.9 0.0 0.7
H -2.1108 -2.7244 -0.9439 -0.1 0.1 0.0
H -2.7423 0.9015 -3.1560 0.4 -0.1 0.2
H 2.7309 0.7840 1.8861 -0.5 -0.3 0.5
H 0.5863 -3.4304 0.3310 0.1 -0.1 0.4
H -2.5528 1.9702 2.3449 0.3 0.0 0.2
H -2.5980 2.8967 0.8908 0.3 0.1 0.0
H 4.2244 1.8196 -4.7115 -0.1 0.0 -0.1
H -0.1564 4.4282 0.1055 0.0 0.2 0.4
H 0.3110 -1.2280 -2.6302 0.7 0.4 0.5
H 2.1008 -4.6504 1.7962 0.5 0.0 -0.2
H 2.5646 -1.7441 -6.4052 -0.4 0.2 0.9
H 1.6129 -5.3070 3.3570 -0.3 0.7 -0.4
H -0.6865 -4.6394 4.1951 0.3 -0.3 0.0
H 1.1745 3.3050 -2.5486 -0.2 0.4 -0.4
H 1.1625 -2.0872 -4.3821 0.2 0.8 0.3
H 0.4226 2.4204 -3.8696 0.5 0.8 -0.5
H -2.1751 3.7070 2.4114 0.1 -0.2 -0.1
H 2.7490 -1.3125 3.1263 0.1 0.0 0.0
H -2.7632 -2.1338 1.7830 -0.4 0.7 -0.1
H -4.3307 -1.3517 1.3034 0.8 0.1 0.2
H -1.2261 -1.1587 3.2131 -0.5 -0.1 0.1
H 3.1149 -0.9012 0.2144 0.1 -0.8 -0.1
H 2.9826 1.6451 -2.7625 -0.9 -0.7 -0.1
H -2.0647 4.2702 -2.7898 -0.4 -0.6 0.5
H -1.0536 0.2437 -3.2692 -0.7 -0.2 -0.5
H -1.7071 -3.6344 3.2120 0.0 0.1 -0.2
H -0.3505 1.7778 3.8196 -0.1 0.0 0.4
H -3.1453 -0.4496 2.3416 -0.2 -0.5 -0.5
H -3.3235 3.0257 -2.2900 0.9 0.5 0.4
H 2.7794 2.0737 0.5601 0.0 0.8 0.1
H 2.9580 -2.3994 1.7391 0.4 -0.1 -0.2
H 0.1847 -0.5884 4.0426 0.2 0.1 0.1
H -4.2288 1.1557 0.4197 0.2 -0.3 -0.5
H -2.4943 -1.5377 -2.1968 -0.2 -0.1 0.0
H -4.7023 -0.0669 -0.8132 0.4 0.5 0.2
H 1.3594 4.1894 0.9583 -0.1 0.2 0.2
H -2.1922 3.8621 -1.0145 -1.0 0.1 -1.4
H -3.7918 -2.1696 -1.1206 0.3 0.1 -0.2
H -0.9912 -3.0209 0.8804 0.1 -0.2 0.5
H 4.0302 0.1811 -6.6687 -1.0 0.1 1.3
H -3.6295 1.3199 -1.2549 -0.3 -0.4 0.4
H 0.3714 3.4251 3.6928 -0.1 -0.1 0.1
H 1.3404 -3.7841 5.3127 -0.3 0.3 -0.7
H -0.1832 4.1445 -3.4913 0.5 -0.8 0.1
H 1.6926 -2.0765 5.1425 0.0 -0.4 -0.6


88
Properties=species:S:1:pos:R:3:forces:R:3 method="wB97M-V/def2-TZVPD" charge=-1 spin_multiplicity=1
La 0.9131 -0.3065 3.0217 -0.5 -0.2 2.8
Cl 1.7543 -2.0379 1.3559 0.4 -1.5 -1.1
P -1.4932 -1.5704 -0.7644 0.0 0.1 -1.0
C -1.0833 2.9050 0.5987 0.4 0.9 0.7
C -0.7415 -4.3522 -0.9210 -0.3 -0.2 0.0
C 0.2838 3.3504 -1.4889 0.0 0.2 0.5
C -4.9074 -2.7466 -2.9340 0.4 0.0 0.0
C 0.4048 -5.4215 -2.9582 -0.2 0.0 -0.1
C -3.7149 -2.9545 -1.9854 -0.4 -0.1 0.0
C 0.1837 -5.4556 -1.4447 0.3 0.3 0.1
C -0.3961 -2.9517 -1.4593 0.0 0.3 0.5
C -5.2845 -0.4249 -1.8998 0.2 0.0 0.0
C -1.3925 1.3470 -1.5014 -0.6 0.4 1.2
C 4.6800 2.6230 0.2415 0.1 -0.1 -0.2
C -1.6144 1.7238 -0.0699 -0.2 -1.3 -0.7
C -0.8295 -0.0664 -1.6595 1.4 -0.2 0.5
C -0.5503 3.9816 -0.3670 -0.1 -0.5 0.2
C -0.2909 -2.9601 -2.9943 -0.1 0.1 -0.1
C 2.6083 1.9299 1.4430 -1.7 -1.5 0.0
C 1.6138 1.1992 1.5449 2.1 2.6 -1.8
C 3.7430 2.8164 1.4359 0.7 0.7 0.2
C -3.1955 -2.6426 3.6299 0.1 0.0 -0.1
C -5.9186 -1.7272 -2.4024 -0.1 0.0 0.2
C -3.0860 -1.5951 -1.6697 -0.4 -0.6 0.1
C 3.2310 4.2580 1.4192 -0.4 0.3 0.0
C 4.5133 2.5265 2.7285 0.3 0.0 0.4
C -2.1319 -1.5185 3.5258 -0.4 -0.5 -0.2
C -3.0466 -3.7182 2.5485 0.3 0.1 0.1
C 0.7076 -4.0184 -3.4875 0.1 0.1 0.3
C -1.7726 -2.0528 1.0684 0.5 0.1 -0.1
C -2.8701 -3.1300 1.1464 -0.4 -0.2 -0.2
C -2.0454 -0.9466 2.1014 -0.4 0.2 -0.2
C -4.0973 -0.6876 -0.9646 -0.2 0.3 -0.1
C -0.5332 2.3645 -2.3194 -0.4 -0.1 0.0
H -1.2390 2.9133 -2.9604 0.2 0.1 0.1
H -2.1931 -4.3730 2.7747 0.0 0.2 0.0
H 0.6542 4.1575 -2.1356 0.1 -0.2 -0.1
H -0.6843 -4.3675 0.1759 0.0 0.0 -0.3
H 4.9766 1.5787 0.1313 0.0 0.0 0.0
H 4.2059 2.9428 -0.6910 0.0 -0.1 0.1
H -4.0642 -3.4328 -1.0571 0.1 0.1 -0.4
H 0.5868 -2.6724 -1.0385 -0.2 -0.1 -0.1
H 1.7127 -3.7204 -3.1600 -0.1 0.0 0.0
H 3.8806 2.6946 3.6065 0.1 0.0 -0.2
H 2.7221 4.4672 0.4685 0.1 0.0 0.2
H 1.1574 2.8431 -1.0495 -0.2 0.1 0.0
H -2.4075 -0.7252 4.2347 0.3 0.0 -0.2
H -1.4078 4.5071 -0.8093 0.1 0.0 -0.1
H -4.1971 -2.1970 3.5385 0.2 0.1 0.0
H -2.6719 -3.9712 0.4697 -0.1 0.4 0.2
H -4.4491 -1.1612 -0.0340 0.0 0.1 -0.3
H -6.0210 0.1952 -1.3749 0.0 -0.1 -0.2
H -6.4752 -2.1822 -1.5754 0.0 0.0 0.0
H -2.9846 -3.6319 -2.4498 -0.3 0.2 0.1
H 4.0511 4.9687 1.5427 0.1 0.0 0.0
H -1.1532 -1.9248 3.8633 -0.4 0.0 0.0
H -1.8785 3.3551 1.2132 0.2 0.2 0.1
H 0.0382 -1.9804 -3.3582 -0.1 -0.2 0.1
H -2.3921 1.3578 -1.9838 0.2 -0.4 -0.7
H -2.8640 -1.1333 -2.6483 0.2 0.0 0.4
H -5.3857 -3.7166 -3.1161 -0.1 0.2 0.0
H 0.2426 -0.1106 -1.3905 -0.2 0.5 0.0
H -1.7760 -4.6099 -1.2018 0.3 0.0 0.1
H 0.0455 4.7202 0.1825 0.0 0.0 -0.1
H -1.2788 -3.1504 -3.4436 0.2 0.0 0.1
H -3.8310 -2.6990 0.8317 0.3 -0.1 0.2
H -0.4839 -5.8154 -3.4684 0.0 0.1 0.0
H -3.9366 -4.3639 2.5377 0.2 0.1 0.0
H 0.1486 1.8467 -3.0006 -0.1 -0.2 -0.1
H -4.5104 -2.3986 -3.8965 -0.1 0.0 0.0
H 5.5894 3.2233 0.3835 -0.2 -0.1 0.0
H -4.9264 0.1640 -2.7553 0.0 0.0 0.1
H 4.8250 1.4775 2.7558 0.0 0.1 0.0
H 5.4130 3.1517 2.8203 -0.2 0.0 -0.1
H -2.1903 1.0275 0.5381 -0.1 0.2 -0.3
H -1.3081 -0.0955 2.0168 -0.7 -0.6 -0.2
H -0.2776 2.6200 1.3071 0.0 0.5 -0.1
H 1.1491 -5.3547 -0.9337 0.0 0.0 -0.1
H -6.6378 -1.4937 -3.1914 -0.1 -0.1 0.1
H 2.4942 4.4282 2.2123 0.2 -0.1 0.0
H -0.2283 -6.4251 -1.1466 0.1 0.1 0.0
H -0.7961 -2.5095 1.3307 -0.4 0.1 -0.3
H -3.6327 0.2659 -0.6796 -0.1 -0.1 0.0
H -3.1554 -3.1271 4.6144 0.0 0.2 -0.1
H -2.9993 -0.4581 1.8631 0.1 0.0 0.1
H -0.9010 -0.3108 -2.7261 -0.1 -0.6 -0.2
H 1.2323 -6.0909 -3.2105 -0.1 0.0 -0.1
H 0.7172 -4.0200 -4.5836 0.0 0.0 0.1


Number 1: energy -3334.020688 Eh. Number 2: energy -2046.526630 Eh.